[1]
{
  "formula": "C3H10N2Si",
  "method": "the ωB97M-V functional and the def2-TZVPD basis",
  "species": ["C", "C", "C", "N", "N", "Si", "H", "H", "H", "H", "H", "H", "H", "H", "H", "H"],
  "xyz": [[2.33369, -0.49285, -0.41892], [-1.32815, -1.30717, 1.06332], [-0.89849, 1.73083, -0.08741], [2.19118, 0.84075, 0.12522], [1.32394, -0.25120, 0.50138], [-0.39021, -0.06335, -0.08521], [2.13250, -0.50592, -1.48124], [3.25414, -0.94366, 0.03919], [-1.01772, -1.15544, 2.12503], [-2.35280, -0.94326, 1.02400], [-1.36798, -2.41988, 0.92888], [-1.57817, 1.86687, 0.86187], [-0.07546, 2.50875, -0.15128], [-1.60290, 1.87458, -0.86988], [2.73600, 1.03292, 0.94439], [0.74425, -0.68736, -2.66174]],
  "forces_ev_per_a": [[3.417, 0.286, 1.105], [-0.303, 0.195, 0.213], [-0.676, 0.468, 2.369], [-0.825, 1.502, -0.833], [-2.972, -0.389, 0.218], [2.363, -1.319, 0.191], [0.016, -0.543, -0.125], [-1.011, -0.422, -1.039], [0.119, 0.152, -0.804], [-0.408, -0.186, 0.056], [0.370, 1.160, -0.458], [1.474, 0.039, -1.405], [-0.930, -1.258, 0.194], [-0.486, 0.268, -0.975], [0.737, -0.234, 0.283], [-0.885, 0.281, 1.010]],
  "lowdin_charge": [-0.32, -0.23, -0.24, -0.05, -0.23, 0.69, -0.03, 0.12, 0.03, 0.00, 0.04, 0.07, 0.05, -0.01, 0.08, 0.04],
  "multiplicity": 1,
  "orbital_gap_ev": [8.56, 6.89],
  "charge": 0
}

***

[2]
{
  "formula": "C3H12NS2",
  "method": "the ωB97M-V functional and the def2-TZVPD basis",
  "species": ["S", "S", "C", "C", "H", "H", "H", "H", "H", "H", "C", "N", "H", "H", "H", "H", "H", "H"],
  "xyz": [[0.50527, 1.95098, 3.17311], [1.61854, 0.50834, 2.25977], [0.65806, 1.50306, 4.91604], [0.43080, -0.84234, 2.09628], [0.11109, 2.26145, 5.50109], [1.71218, 1.50116, 5.24075], [0.22239, 0.51249, 5.12951], [0.08435, -1.21099, 3.07642], [-0.44841, -0.53646, 1.50464], [0.93940, -1.66742, 1.56980], [4.43330, 6.31087, -1.70022], [5.12168, 6.11785, -0.38530], [3.59189, 7.01586, -1.59242], [4.04121, 5.34938, -2.07227], [5.13807, 6.71561, -2.44594], [5.49325, 7.02199, -0.03024], [4.46099, 5.73622, 0.32143], [5.91611, 5.45365, -0.48183]],
  "forces_ev_per_a": [[0.045, 0.000, 0.060], [-0.063, -0.039, -0.016], [0.152, -0.189, 0.656], [-0.526, -0.461, -0.094], [0.164, -0.275, -0.277], [-0.445, 0.051, -0.230], [0.112, 0.454, -0.186], [0.264, 0.197, -0.381], [0.454, -0.047, 0.229], [-0.131, 0.338, 0.222], [-0.559, 0.154, -1.070], [0.207, -0.053, 0.391], [0.475, -0.341, 0.165], [0.278, 0.387, 0.377], [-0.196, -0.207, 0.536], [-0.222, -0.688, -0.157], [0.528, 0.249, -0.406], [-0.537, 0.469, 0.180]],
  "lowdin_charge": [0.39, 0.39, -0.49, -0.49, 0.03, 0.03, 0.03, 0.03, 0.04, 0.03, -0.02, 0.14, 0.11, 0.11, 0.11, 0.18, 0.18, 0.18],
  "multiplicity": 1,
  "orbital_gap_ev": 6.63,
  "charge": 1
}

***

[3]
{
  "formula": "C16H17CuN6S2",
  "method": "the ωB97M-V functional and the def2-TZVPD basis",
  "species": ["Cu", "N", "C", "S", "N", "N", "C", "C", "C", "C", "C", "C", "C", "C", "C", "C", "C", "C", "N", "H", "H", "H", "H", "H", "H", "H", "H", "H", "H", "H", "S", "C", "N", "C", "C", "N", "H", "H", "H", "H", "H", "H"],
  "xyz": [[-0.07318, -0.07936, 0.06404], [0.07533, 2.01862, 3.66784], [-0.12320, 1.50452, 2.44914], [0.94688, 0.19271, 1.98515], [-1.08786, 2.04089, 1.72822], [-1.18160, 1.43741, 0.52561], [-2.08995, 1.71596, -0.33818], [-3.16356, 2.70670, -0.12040], [-2.85104, 4.03692, 0.13975], [-3.86928, 4.95582, 0.33614], [-5.19519, 4.54715, 0.29005], [-5.50741, 3.21707, 0.04604], [-4.49338, 2.29571, -0.16540], [-1.98668, 0.94388, -1.60473], [-2.80081, 1.17877, -2.69698], [-2.61159, 0.42783, -3.84949], [-1.61934, -0.53426, -3.88556], [-0.83522, -0.71177, -2.75835], [-1.01093, 0.01062, -1.65515], [0.79573, 1.66741, 4.27134], [-0.50618, 2.77975, 3.97594], [-1.81600, 4.34657, 0.19192], [-3.62698, 5.99174, 0.53084], [-5.98679, 5.26723, 0.44818], [-6.54088, 2.89848, 0.02013], [-4.72925, 1.25409, -0.35078], [-3.56250, 1.94208, -2.64405], [-3.23440, 0.60288, -4.71652], [-1.44102, -1.13597, -4.76427], [-0.04381, -1.44907, -2.73452], [-2.24556, -1.76776, 0.98897], [-3.61793, -2.70342, 1.21984], [-3.75648, -4.00025, 0.91241], [-5.01973, -4.57119, 1.36434], [-5.73952, -3.34300, 1.97160], [-4.76258, -2.27756, 1.77657], [-2.98108, -4.52831, 0.55652], [-4.85158, -5.35177, 2.10588], [-5.57687, -4.99786, 0.53156], [-5.96021, -3.48366, 3.02923], [-6.66922, -3.11951, 1.44988], [-4.81366, -1.36740, 2.19659]],
  "forces_ev_per_a": [[-0.008, -0.071, 0.177], [-0.047, 0.007, -0.049], [0.040, 0.139, 0.191], [-0.087, -0.016, -0.139], [0.117, -0.262, -0.212], [-0.028, 0.193, 0.084], [-0.015, -0.051, -0.080], [0.033, -0.020, 0.008], [-0.023, 0.012, 0.012], [0.004, -0.010, -0.003], [0.008, 0.004, 0.008], [-0.003, 0.000, -0.004], [-0.002, 0.017, -0.003], [0.014, 0.068, 0.045], [0.011, -0.028, -0.007], [-0.024, 0.020, -0.029], [0.039, -0.015, 0.033], [-0.024, 0.027, -0.002], [-0.046, -0.024, -0.005], [0.006, -0.028, -0.014], [-0.001, -0.004, 0.008], [0.005, 0.000, -0.005], [-0.004, 0.003, -0.002], [-0.005, -0.001, 0.000], [0.000, -0.004, -0.003], [-0.003, -0.004, -0.003], [0.001, 0.012, -0.001], [-0.008, -0.005, 0.008], [-0.009, -0.001, -0.004], [-0.002, -0.006, -0.003], [-0.037, 0.096, 0.053], [0.046, -0.098, -0.018], [0.041, 0.046, -0.034], [-0.021, 0.008, 0.014], [-0.003, -0.031, 0.000], [0.061, 0.036, -0.025], [0.002, -0.029, -0.004], [-0.006, 0.002, -0.004], [-0.002, 0.006, 0.004], [0.001, -0.001, -0.005], [0.003, -0.005, 0.005], [-0.026, 0.018, 0.009]],
  "lowdin_charge": [0.34, 0.11, -0.79, 0.68, 0.05, -0.07, -0.17, -0.19, -0.02, -0.06, -0.07, -0.07, -0.04, -0.19, 0.03, -0.01, -0.02, -0.08, 0.00, 0.10, 0.12, 0.12, 0.11, 0.11, 0.11, 0.12, 0.13, 0.12, 0.12, 0.13, 0.63, -0.88, 0.02, -0.12, -0.12, 0.02, 0.14, 0.12, 0.12, 0.12, 0.12, 0.14],
  "multiplicity": 2,
  "orbital_gap_ev": [7.51, 6.21],
  "charge": 1
}